Record 1
Here is 13 unconnected molecules or ions with the total composition C22H57N27O12 from the OMol25 dataset. Energies are from wB97M-V/def2-TZVPD.

The calculation puts the molar mass at 891.9 g/mol. Its LUMO energy is 0.03 eV. The HOMO-LUMO gap comes out at 8.69 eV. For the total energy, the calculation gives -88555.101 eV. For the HOMO energy, the calculation gives -8.66 eV.

The geometry in XYZ format:
```
118
Properties=species:S:1:pos:R:3:forces:R:3
N 4.317139 -3.879081 5.174695 0.056 0.030 0.081
C 3.906237 -3.625947 4.004642 0.174 -0.059 0.043
C 2.685980 -4.216547 3.370335 -0.051 0.190 -0.035
C 1.511522 -3.263967 3.332696 0.247 0.023 -0.016
C 1.669841 -1.904820 3.305089 -0.147 -0.038 0.022
C 0.562331 -1.034956 3.232245 -0.252 -0.353 -0.084
C -0.695921 -1.558617 3.182129 -0.155 0.288 0.013
C -0.912395 -2.952339 3.218543 -0.091 0.446 0.000
N -2.193172 -3.426622 3.184070 0.410 -0.215 -0.014
C -2.288429 -4.726538 3.219221 -0.570 0.148 -0.074
C -1.185039 -5.594081 3.262932 0.443 -0.261 0.050
N 0.047596 -5.167943 3.298342 -0.152 0.287 0.033
C 0.199553 -3.810924 3.291412 0.175 -0.298 -0.073
H 3.676050 -4.549128 5.605070 0.083 0.005 0.185
H 4.509578 -2.939481 3.414675 -0.002 0.125 -0.101
H 2.403376 -5.115126 3.906884 -0.066 -0.175 0.063
H 2.919818 -4.516247 2.348977 0.037 -0.112 -0.135
H 2.653174 -1.461801 3.329014 0.183 -0.022 0.019
H 0.707750 0.032210 3.201545 0.081 0.204 0.021
H -1.556585 -0.912958 3.110897 -0.163 0.038 -0.013
H -3.279251 -5.160236 3.203272 -0.169 0.000 -0.014
H -1.348609 -6.661699 3.259513 0.022 -0.172 -0.024
C 2.245085 2.771242 3.889357 0.038 0.020 0.077
O 1.285048 2.211671 3.375510 0.027 0.003 -0.017
N 2.694095 3.990278 3.477306 -0.008 0.257 -0.221
N 2.949026 2.225677 4.922040 0.080 -0.189 0.066
H 3.485526 4.453601 3.897448 -0.081 -0.222 0.150
H 2.199699 4.425319 2.722042 -0.051 -0.082 -0.017
H 2.646721 1.333256 5.263244 -0.065 0.016 0.000
H 3.731519 2.689359 5.350882 -0.031 0.133 -0.043
C 5.889320 5.185647 5.393169 0.209 -0.003 0.042
O 4.873205 4.498810 5.362933 0.045 0.073 -0.039
N 6.986376 4.830793 6.106668 -0.060 -0.081 -0.061
N 5.977967 6.366874 4.712724 -0.113 -0.007 0.058
H 7.820745 5.384158 6.152626 -0.015 0.037 0.024
H 6.942807 3.972681 6.624021 0.005 0.018 0.040
H 5.178888 6.650377 4.177384 0.044 -0.005 -0.071
H 6.792063 6.952208 4.717241 0.022 -0.015 0.022
C 4.604965 8.907177 7.975059 -0.037 0.008 -0.020
O 5.515777 8.482709 8.661524 0.031 0.005 -0.015
N 4.219247 8.292681 6.814133 0.040 0.049 -0.022
N 3.897957 10.031623 8.304912 0.025 0.023 0.014
H 3.475866 8.622435 6.229222 -0.048 0.003 0.055
H 4.719741 7.464581 6.550480 -0.028 -0.032 -0.005
H 4.157904 10.503182 9.150341 0.007 -0.012 0.012
H 3.144583 10.395735 7.754597 -0.013 -0.027 -0.010
C -0.563960 -7.040090 -0.695658 -0.021 0.135 0.073
O -0.348583 -7.942961 0.099082 -0.027 -0.046 -0.021
N -0.598789 -5.727515 -0.343688 -0.002 0.054 0.106
N -0.796301 -7.276404 -2.025564 -0.005 -0.130 -0.125
H -0.781933 -4.981140 -0.994496 -0.067 0.154 -0.161
H -0.432147 -5.506042 0.618974 0.080 -0.060 0.069
H -0.782649 -8.229520 -2.333442 0.004 -0.011 0.024
H -0.975626 -6.544056 -2.686171 0.017 0.085 0.078
C -2.275040 -3.124268 -2.923793 -0.369 0.063 -0.084
O -1.284526 -3.524488 -2.307304 0.223 -0.246 -0.105
N -2.789623 -3.759499 -4.006298 0.107 0.120 0.177
N -2.930310 -1.994272 -2.556829 0.312 0.109 0.077
H -3.598096 -3.419533 -4.507821 0.026 -0.171 -0.205
H -2.342863 -4.598548 -4.321159 -0.028 -0.014 -0.014
H -2.596539 -1.495298 -1.749556 -0.287 -0.115 0.235
H -3.740158 -1.642638 -3.033402 0.055 0.036 -0.104
C -1.924480 1.360950 -4.229354 0.254 0.131 0.013
O -2.937309 0.733126 -4.551440 -0.047 -0.208 0.028
N -1.543732 2.490906 -4.859173 -0.350 -0.105 0.222
N -1.118925 0.924550 -3.217230 -0.234 0.083 0.028
H -0.710748 2.997480 -4.630302 0.093 -0.064 -0.102
H -2.109690 2.824871 -5.618739 0.161 0.084 -0.112
H -1.389141 0.079563 -2.749884 -0.037 0.011 0.092
H -0.276981 1.389325 -2.935622 0.062 -0.011 -0.122
C -4.809160 -1.197114 0.259631 -0.084 -0.318 0.166
O -3.741188 -0.680076 -0.021218 0.087 0.242 -0.118
N -6.008421 -0.576486 0.038176 0.030 0.053 -0.034
N -4.886570 -2.438782 0.817268 0.035 0.027 -0.087
H -6.894948 -0.986337 0.260023 0.015 -0.034 0.010
H -5.981438 0.337428 -0.369361 0.013 0.038 -0.013
H -4.020409 -2.914345 0.995703 0.040 0.023 0.099
H -5.749207 -2.887794 1.056675 -0.017 0.024 -0.003
C -5.207648 -3.204400 -7.115775 -0.045 0.462 -0.174
O -4.835955 -3.640530 -6.034206 0.016 -0.154 0.135
N -5.735470 -4.016372 -8.077966 0.018 -0.122 0.030
N -5.127202 -1.884085 -7.433328 0.125 -0.219 0.104
H -6.049773 -3.685369 -8.969321 0.002 0.044 0.010
H -5.808109 -4.993258 -7.865696 -0.001 0.002 0.011
H -4.752254 -1.259844 -6.740633 -0.075 0.100 -0.018
H -5.432662 -1.505720 -8.308875 -0.061 0.033 0.028
C -6.597953 1.831246 -5.063877 0.071 0.059 0.280
O -6.523078 1.365887 -6.189208 -0.026 -0.058 -0.115
N -5.622387 1.667980 -4.128481 -0.150 -0.234 -0.208
N -7.689172 2.562546 -4.656775 -0.041 -0.017 -0.070
H -5.681479 2.044733 -3.202958 -0.023 0.075 0.000
H -4.794792 1.145391 -4.391186 0.178 0.213 0.048
H -8.423329 2.700180 -5.324483 0.006 -0.005 -0.014
H -7.779364 2.961011 -3.742836 0.039 0.005 0.013
C -1.723382 5.172429 -7.883177 -0.035 0.030 -0.096
O -1.486340 4.395731 -6.973189 -0.032 0.077 0.039
N -1.645483 6.527799 -7.725826 0.020 -0.003 0.045
N -2.083515 4.745977 -9.128347 0.002 -0.044 0.001
H -1.834959 7.183188 -8.459004 -0.003 -0.016 -0.024
H -1.383470 6.869360 -6.820748 0.002 -0.009 0.010
H -2.148765 3.755531 -9.271419 0.004 -0.009 0.014
H -2.283698 5.363883 -9.890597 -0.001 0.024 0.010
C 7.721246 -1.546706 7.031405 -0.050 -0.093 -0.013
O 8.767956 -1.201009 7.551914 -0.004 0.053 -0.007
N 7.364943 -2.851678 6.865507 -0.039 -0.045 -0.013
N 6.801857 -0.643470 6.562958 -0.035 0.101 -0.027
H 6.501503 -3.134811 6.434403 -0.090 -0.061 -0.067
H 8.004343 -3.549728 7.193608 0.027 0.021 0.009
H 7.021798 0.327893 6.665514 0.019 -0.009 0.004
H 5.935713 -0.910760 6.134420 0.005 -0.062 0.009
C 1.238621 -0.924740 -5.319154 -0.058 -0.076 0.093
O 1.314805 0.259414 -5.606743 0.042 0.028 0.021
N 0.131231 -1.478297 -4.752590 0.043 -0.070 -0.145
N 2.277064 -1.793834 -5.539239 0.054 0.014 -0.056
H 0.057701 -2.449336 -4.510025 -0.011 0.017 0.085
H -0.644959 -0.866943 -4.574560 -0.011 -0.061 -0.039
H 3.109200 -1.417975 -5.951437 -0.002 0.019 0.000
H 2.242086 -2.767522 -5.307111 -0.032 0.001 0.031
```
Positions in Å, forces in eV/Å.

Atom charges from the Löwdin analysis, given in e for atoms 1 to 99:
1. N 0.096
2. C -0.254
3. C -0.129
4. C -0.153
5. C -0.020
6. C -0.042
7. C -0.007
8. C -0.212
9. N 0.135
10. C -0.127
11. C -0.121
12. N 0.141
13. C -0.172
14. H 0.055
15. H 0.106
16. H 0.104
17. H 0.129
18. H 0.105
19. H 0.076
20. H 0.114
21. H 0.103
22. H 0.112
23. C -0.676
24. O 0.003
25. N 0.153
26. N 0.160
27. H 0.050
28. H 0.098
29. H 0.097
30. H 0.059
31. C -0.652
32. O 0.002
33. N 0.177
34. N 0.157
35. H 0.106
36. H 0.111
37. H 0.106
38. H 0.106
39. C -0.686
40. O 0.025
41. N 0.151
42. N 0.145
43. H 0.092
44. H 0.066
45. H 0.102
46. H 0.089
47. C -0.689
48. O 0.004
49. N 0.172
50. N 0.146
51. H 0.047
52. H 0.072
53. H 0.095
54. H 0.078
55. C -0.673
56. O -0.025
57. N 0.175
58. N 0.177
59. H 0.053
60. H 0.098
61. H 0.073
62. H 0.103
63. C -0.659
64. O -0.027
65. N 0.185
66. N 0.163
67. H 0.102
68. H 0.076
69. H 0.078
70. H 0.107
71. C -0.678
72. O 0.006
73. N 0.152
74. N 0.166
75. H 0.091
76. H 0.094
77. H 0.089
78. H 0.093
79. C -0.660
80. O 0.001
81. N 0.151
82. N 0.175
83. H 0.093
84. H 0.102
85. H 0.104
86. H 0.099
87. C -0.687
88. O 0.008
89. N 0.161
90. N 0.136
91. H 0.088
92. H 0.051
93. H 0.094
94. H 0.083
95. C -0.664
96. O 0.021
97. N 0.151
98. N 0.155
99. H 0.092

***

Record 2
Here is 4 unconnected molecules or ions with the total composition C22H57N2O11P2S3 in a non-equilibrium geometry from the OMol25 dataset. Energies are from wB97M-V/def2-TZVPD.

The calculation puts the molar mass at 683.8 g/mol. Its LUMO energy is -3.20 eV. The HOMO-LUMO gap comes out at 8.08 eV. For the total energy, the calculation gives -100310.091 eV. For the HOMO energy, the calculation gives -11.27 eV. The net charge is +1.

The geometry in XYZ format:
```
97
Properties=species:S:1:pos:R:3:forces:R:3
C -9.594531 -0.776473 0.757541 -0.211 0.328 0.548
O -8.154173 -0.745409 1.175854 -0.847 -1.036 -2.051
C -7.343254 -1.547607 0.206316 -0.916 0.357 -0.459
C -5.802020 -0.994803 0.097960 -0.444 -0.613 0.373
C -4.792406 -2.315895 -0.030064 0.734 0.606 0.156
C -3.820395 -2.181781 -1.373594 -0.444 1.199 1.176
C -2.596476 -1.177090 -0.950989 0.631 0.066 -1.327
C -1.088643 -1.896230 -1.033278 -0.361 0.900 -0.053
C -0.051188 -0.622179 -1.349688 -0.629 -0.899 -0.302
C 1.504492 -0.931426 -0.942998 -0.295 -1.122 -0.857
P 2.077222 -0.157111 0.713401 0.666 1.703 -1.223
C 2.278995 1.746064 0.678214 0.190 1.218 -0.693
C 0.942871 2.578225 0.223628 -0.465 1.326 0.241
C -0.203505 2.711396 1.429795 0.644 0.985 0.126
C -1.651351 3.278163 0.887579 -0.357 0.123 0.377
N -2.296381 2.401222 -0.184766 1.410 0.479 0.868
P 0.907345 -0.876421 2.460967 -1.153 -1.279 2.668
N -0.841082 -0.856347 2.120379 2.099 0.988 -0.975
O 1.314060 0.281542 3.738412 -1.396 -1.319 -1.283
H -9.838434 0.066180 -0.049280 0.717 -1.977 1.506
H -9.879789 -1.852128 0.388602 0.468 2.110 0.565
H -10.240479 -0.524809 1.704407 1.409 -0.543 -1.783
H -7.928112 -1.470170 -0.819039 1.536 -0.189 1.768
H -7.396504 -2.676738 0.527892 0.314 2.118 -0.462
H -5.670669 -0.267654 -0.838995 -0.332 -1.605 2.152
H -5.569985 -0.398008 1.104741 -0.542 -1.275 -2.311
H -4.108957 -2.262619 0.946627 -1.332 -0.454 -2.105
H -5.363742 -3.337152 -0.005229 0.927 2.080 -0.134
H -3.384376 -3.203948 -1.739492 -1.044 2.007 0.592
H -4.456392 -1.608433 -2.195144 1.454 -1.736 1.551
H -2.812373 -0.686738 0.089941 0.507 -1.029 -1.788
H -2.529852 -0.272239 -1.726581 -0.278 -1.927 1.612
H -1.063362 -2.702485 -1.913103 -0.012 1.865 2.005
H -0.812850 -2.411077 -0.012608 -0.466 0.868 -2.116
H -0.066322 -0.476221 -2.533883 -0.093 0.055 2.753
H -0.534320 0.298857 -0.782491 1.364 -1.679 -1.417
H 1.598612 -2.111049 -0.831105 -0.011 2.475 -0.047
H 2.244824 -0.634813 -1.830392 -1.410 -0.361 2.269
H 3.425854 -0.692901 0.949826 -1.266 0.430 -0.043
H 3.163706 2.042776 -0.064117 -1.793 -0.841 1.693
H 2.568008 2.085913 1.761910 -0.454 -0.859 -2.016
H 1.300482 3.700982 0.032992 -0.561 -2.532 0.331
H 0.474633 2.229216 -0.803207 1.072 0.428 2.211
H 0.204015 3.540947 2.185352 -0.763 -1.894 -1.503
H -0.289815 1.726151 2.066312 -0.103 1.827 -1.345
H -2.434516 3.294842 1.788126 1.928 0.053 -1.839
H -1.553206 4.398166 0.487283 -0.097 -2.573 0.851
H -2.178085 1.419852 0.153721 -0.245 1.081 -0.892
H -1.856723 2.553469 -1.124532 -0.443 -0.478 1.361
H -1.265370 -1.808776 2.081641 0.750 1.103 -0.018
H -1.013496 -0.297056 1.257142 -0.492 -0.775 1.084
H 0.912324 -0.019362 4.615892 0.678 0.300 -1.795
O -4.492201 -2.849702 -4.367429 0.263 -0.475 -0.906
S -4.430386 -3.925815 -5.333423 -0.407 -0.372 -0.670
O -3.332232 -4.056624 -6.269752 -0.803 0.486 1.014
O -5.834292 -3.975449 -6.162291 1.009 -0.655 1.123
C -6.255374 -2.806994 -6.852394 -0.216 1.035 -0.784
C -5.433522 -2.571327 -8.106755 0.355 0.026 -0.092
C -4.607005 -5.470235 -4.476968 -0.187 -0.024 -0.044
H -6.224682 -1.935501 -6.189477 0.070 -0.175 0.054
H -7.302334 -2.959630 -7.136833 0.201 -0.264 0.304
H -4.391392 -2.347864 -7.861171 -0.155 -0.007 -0.033
H -5.829458 -1.727719 -8.678666 -0.074 -0.116 0.095
H -5.432048 -3.463489 -8.741004 -0.086 0.144 0.082
H -5.451007 -5.403480 -3.789271 0.080 0.036 -0.131
H -3.683082 -5.650149 -3.922136 -0.078 0.163 -0.152
H -4.759063 -6.265734 -5.208865 0.024 0.174 0.066
O 3.970237 4.964345 0.668769 0.252 0.430 0.649
S 4.287217 5.503909 1.973905 0.739 0.379 0.589
O 4.486572 6.922536 2.191894 -0.308 -1.442 -0.609
O 5.564713 4.695241 2.585870 -1.760 0.239 0.065
C 6.769809 4.663238 1.833835 1.276 0.189 -0.674
C 7.493527 5.996852 1.879755 -0.104 0.360 -0.069
C 3.070512 4.936884 3.134963 0.095 -0.087 0.095
H 6.571952 4.355560 0.801320 -0.147 0.043 0.123
H 7.410090 3.895692 2.282437 -0.443 0.005 0.103
H 6.914557 6.778961 1.380375 0.102 -0.115 0.044
H 8.464019 5.930383 1.380503 -0.099 -0.114 0.090
H 7.645739 6.318415 2.914964 0.034 -0.121 -0.141
H 2.929406 3.862625 3.009333 0.072 0.141 0.052
H 2.138017 5.465906 2.924178 0.213 0.016 -0.083
H 3.408507 5.172777 4.145767 -0.003 -0.026 -0.179
O 6.385673 -0.646850 1.380304 0.295 0.263 0.721
S 6.709813 -0.477168 2.780706 0.681 -0.368 0.754
O 7.625415 0.548018 3.239431 -0.905 -0.852 -0.853
O 7.181716 -1.913256 3.393405 -1.285 1.310 -0.107
C 8.274094 -2.584925 2.781514 1.251 -0.505 -0.525
C 9.597418 -1.920150 3.115106 0.132 0.342 -0.010
C 5.199651 -0.313508 3.698623 -0.016 -0.144 0.059
H 8.127136 -2.652694 1.698134 -0.120 0.106 0.121
H 8.282572 -3.608951 3.170910 -0.366 0.272 0.057
H 9.655816 -0.916287 2.684837 0.009 -0.159 0.032
H 10.435289 -2.501240 2.720351 -0.159 -0.037 0.059
H 9.714713 -1.814914 4.198339 -0.012 -0.107 -0.154
H 4.507210 -1.098137 3.391043 0.129 0.002 0.076
H 4.778606 0.669243 3.473314 0.204 -0.068 -0.033
H 5.423779 -0.383608 4.764674 0.001 -0.006 -0.181
```
Positions in Å, forces in eV/Å.

For each atom in turn, the Löwdin charge in e is:
1. C -0.123
2. O -0.275
3. C -0.223
4. C -0.155
5. C -0.199
6. C -0.194
7. C -0.220
8. C -0.195
9. C -0.251
10. C -0.326
11. P 0.860
12. C -0.336
13. C -0.228
14. C -0.195
15. C -0.256
16. N -0.036
17. P 0.735
18. N -0.202
19. O -0.406
20. H 0.109
21. H 0.097
22. H 0.099
23. H 0.126
24. H 0.124
25. H 0.126
26. H 0.126
27. H 0.103
28. H 0.104
29. H 0.106
30. H 0.107
31. H 0.084
32. H 0.121
33. H 0.132
34. H 0.088
35. H 0.144
36. H 0.062
37. H 0.113
38. H 0.126
39. H 0.035
40. H 0.126
41. H 0.079
42. H 0.131
43. H 0.099
44. H 0.117
45. H 0.071
46. H 0.130
47. H 0.136
48. H 0.020
49. H 0.073
50. H 0.049
51. H -0.018
52. H 0.081
53. O -0.306
54. S 0.626
55. O -0.286
56. O -0.262
57. C -0.275
58. C -0.076
59. C -0.120
60. H 0.116
61. H 0.127
62. H 0.068
63. H 0.083
64. H 0.088
65. H 0.076
66. H 0.074
67. H 0.079
68. O -0.303
69. S 0.622
70. O -0.273
71. O -0.268
72. C -0.274
73. C -0.072
74. C -0.120
75. H 0.117
76. H 0.124
77. H 0.071
78. H 0.085
79. H 0.089
80. H 0.042
81. H 0.078
82. H 0.082
83. O -0.307
84. S 0.618
85. O -0.281
86. O -0.263
87. C -0.273
88. C -0.073
89. C -0.130
90. H 0.117
91. H 0.127
92. H 0.070
93. H 0.086
94. H 0.089
95. H 0.058
96. H 0.067
97. H 0.083

***

Q: Which formula does entry 1 have?
A: C22H57N27O12